(1)
A cluster of 5 separate species, C28H50NO18P2S in total at a distorted geometry. Source: OMol25; level of theory: the ωB97M-V functional and the def2-TZVPD basis.

```
100
C28H50NO18P2S | OMol25 | the ωB97M-V functional and the def2-TZVPD basis
C -0.55712 -3.79258 3.57842
C -1.47347 -2.74838 4.38969
N -0.89995 -1.95912 5.28649
C -3.06593 -2.64171 4.16531
C -3.31021 -1.43330 3.11275
O -4.73304 -1.09492 3.09045
P -5.59712 -2.19343 2.01775
P -6.36809 -0.63130 0.62566
O -6.27133 0.94985 1.26925
O -5.58531 -0.81778 -0.88397
S -8.27124 -1.06976 0.30950
O -4.23705 -2.29693 0.90623
C -3.03037 -1.83847 1.56306
C -2.04004 -0.93273 0.69986
C -2.62255 0.55208 0.39487
C -2.24255 1.59438 1.56628
C -1.20475 2.70223 1.04749
C 0.27662 2.54193 1.69227
O 1.29638 3.09857 0.82187
C 1.81724 2.15397 -0.07890
C 1.22013 0.71711 -0.39158
O 2.83714 2.50345 -0.73463
H -0.27420 -3.25083 2.60641
H 0.40248 -4.05350 4.14668
H -1.19319 -4.71095 3.34218
H -1.66000 -1.37938 5.70113
H -3.42681 -3.64854 3.77399
H -3.60880 -2.42508 5.15537
H -2.64018 -0.61056 3.55016
H -5.25077 -3.40680 2.71166
H -6.44045 -3.07211 1.21318
H -6.71043 -1.88562 2.90906
H -6.64342 1.54877 0.57449
H -6.03829 -1.57403 -1.32181
H -2.40260 -2.79907 1.70225
H -1.00329 -0.89985 1.19619
H -1.87051 -1.43074 -0.32874
H -3.76943 0.52288 0.35136
H -2.23907 0.90341 -0.63131
H -1.85961 1.10475 2.51862
H -3.21051 2.14605 1.85698
H -1.60167 3.71752 1.42558
H -1.17305 2.80099 -0.09427
H 0.48651 1.49088 2.07124
H 0.25816 3.21338 2.62799
H 0.14126 0.55848 -0.07788
H 1.36945 0.46084 -1.49993
H 1.87257 -0.04409 0.17784
C -0.90715 -7.43225 -0.19602
C -1.77567 -6.20272 -0.35947
C -2.34075 -6.04397 -1.74134
O -2.47971 -4.63340 -1.85668
C -1.55699 -4.07750 -1.02415
O -1.26926 -2.91678 -1.01477
O -1.00521 -5.01546 -0.20633
H 0.01485 -7.34250 -0.77633
H -0.60712 -7.54499 0.84931
H -1.43594 -8.33752 -0.50252
H -2.56705 -6.19672 0.39780
H -3.30784 -6.53672 -1.85343
H -1.66958 -6.39583 -2.53192
C 0.68139 7.18427 0.65169
C -0.80720 7.43223 0.77311
C -1.16743 8.88482 0.89343
O -2.37261 8.84224 1.64866
C -2.33263 7.69894 2.39102
O -3.09103 7.44510 3.27804
O -1.31322 6.88975 1.98922
H 1.19985 7.43881 1.57972
H 0.87283 6.12298 0.46973
H 1.11634 7.75860 -0.16939
H -1.33759 6.95768 -0.05972
H -1.33790 9.35192 -0.07795
H -0.42869 9.47462 1.44579
C 5.03403 0.06254 -1.08352
C 5.78713 -1.22320 -0.81470
C 5.41254 -2.34378 -1.73945
O 5.65072 -3.49807 -0.93696
C 5.51252 -3.11072 0.36145
O 5.45571 -3.86538 1.28850
O 5.44499 -1.75420 0.46403
H 3.97390 -0.04300 -0.84307
H 5.41808 0.86404 -0.44680
H 5.13430 0.37214 -2.12502
H 6.86700 -1.03738 -0.82996
H 6.02894 -2.36402 -2.63469
H 4.35821 -2.33424 -2.03491
C 5.11747 3.12724 -5.17958
C 6.02806 1.94205 -5.42214
C 5.72160 1.19596 -6.68820
O 6.14200 -0.12795 -6.37460
C 6.04832 -0.26050 -5.02276
O 6.13858 -1.30085 -4.43812
O 5.83518 0.94314 -4.42541
H 4.09481 2.80172 -4.97319
H 5.45015 3.68378 -4.29947
H 5.11088 3.80646 -6.03493
H 7.07614 2.25918 -5.38998
H 6.27666 1.58428 -7.54352
H 4.65589 1.17513 -6.93706
```

Results
net charge: -1
frontier orbital gap: 6.229 eV
HOMO level: -4.66 eV

=====

(2)
A cluster of 2 separate species, C6H10O in total. Source: OMol25; level of theory: the ωB97M-V functional and the def2-TZVPD basis.

```
17
C6H10O | OMol25 | the ωB97M-V functional and the def2-TZVPD basis
O 1.31790 -1.35712 1.68433
C 1.71069 -1.09036 0.57214
C 1.55702 0.26218 -0.08852
C 0.42999 1.09078 0.53651
C -0.82358 1.07820 -0.29313
C -0.71330 -1.67781 -0.98788
C -2.05362 0.80772 0.15843
H 2.27611 -1.83748 -0.02062
H 2.52885 0.76794 -0.00179
H 1.38194 0.08503 -1.15391
H 0.75184 2.13404 0.65151
H 0.22295 0.70452 1.54073
H -0.70918 1.41368 -1.32609
H -1.46598 -1.61879 -1.80345
H -1.25235 -2.24284 -0.19524
H -2.93002 0.94175 -0.47113
H -2.22927 0.53856 1.19811
```

Results
net charge: 0
frontier orbital gap (alpha / beta): 8.612 / 8.611 eV
HOMO level (alpha / beta): -9.32 / -9.32 eV
relative energy (zero: lowest compared OMol25 entry of this formula, charge and spin): 493.4 kJ/mol

=====

(3)
A cluster of 2 separate species, HNO3S in total at a distorted geometry. Source: OMol25; level of theory: the ωB97M-V functional and the def2-TZVPD basis.

```
6
HNO3S | OMol25 | the ωB97M-V functional and the def2-TZVPD basis
N 1.53144 0.84582 0.84930
O 0.54561 0.41360 0.27362
O 2.68439 0.59120 0.76311
O -1.98111 -0.39684 -0.86333
S -0.59572 -1.20491 -1.09316
H -2.18461 -0.24887 0.07046
```

Results
net charge: 0
frontier orbital gap (alpha / beta): 8.638 / 6.215 eV
HOMO level (alpha / beta): -8.80 / -8.72 eV
spin multiplicity: 3
relative energy (zero: lowest compared OMol25 entry of this formula, charge and spin): 212.4 kJ/mol

=====

(4)
A cluster of 2 separate species, H2N2O3S in total at a distorted geometry. Source: OMol25; level of theory: the ωB97M-V functional and the def2-TZVPD basis.

```
8
H2N2O3S | OMol25 | the ωB97M-V functional and the def2-TZVPD basis
N -1.05290 -1.61325 0.44652
N -0.27741 1.59572 -0.93577
O 0.93434 1.59038 -0.79325
O -1.05387 1.88985 -1.79096
O -0.59915 -0.47388 0.74044
S 0.88450 0.00735 1.33073
H -0.43092 -2.31823 0.51547
H 1.59540 -0.67793 0.48683
```

Results
net charge: 0
frontier orbital gap (alpha / beta): 9.470 / 7.171 eV
HOMO level (alpha / beta): -9.63 / -8.74 eV
relative energy (zero: lowest compared OMol25 entry of this formula, charge and spin): 584.8 kJ/mol

=====

(5)
A structure of composition C28H25N2O5ReS3Sb. Source: OMol25; level of theory: the ωB97M-V functional and the def2-TZVPD basis.

```
65
C28H25N2O5ReS3Sb | OMol25 | the ωB97M-V functional and the def2-TZVPD basis
Re -1.75037 1.29630 2.57479
S -2.86701 1.82962 4.65933
C -2.43655 0.18654 4.95281
N -1.77714 -0.30506 3.93566
C -1.41448 -1.63110 4.10105
C -0.72454 -2.42907 3.19402
C -0.45133 -3.73300 3.55397
C -0.85753 -4.24158 4.79239
C -1.54937 -3.45545 5.69407
C -1.82643 -2.14022 5.33781
S -2.67929 -0.91909 6.25353
H -0.43503 -2.02334 2.23403
H 0.08033 -4.37542 2.86465
H -0.63336 -5.26900 5.04581
H -1.86806 -3.85287 6.64831
N 0.46703 4.82887 2.55307
C 0.04311 3.56975 2.54610
O -1.13929 3.31637 2.86459
C 0.94754 2.45158 2.16455
C 0.33495 1.16543 2.70992
H -0.19121 5.56724 2.74237
H 1.39824 5.06017 2.25812
H 1.97108 2.65679 2.49117
H 0.95424 2.41436 1.06851
H 0.66201 0.96018 3.73353
H 0.63583 0.31713 2.08961
C -2.35834 -3.09183 -3.16416
C -1.79854 -2.08203 -3.93403
C -0.92669 -1.16889 -3.35762
C -0.60320 -1.25740 -2.00659
C -1.17729 -2.26867 -1.24171
C -2.04757 -3.18456 -1.81560
Sb 0.71959 0.11607 -1.05046
C 0.48009 1.69410 -2.47801
C 1.56817 2.23065 -3.16215
C 1.39471 3.29035 -4.04476
C 0.13080 3.82417 -4.24885
C -0.95816 3.29778 -3.56671
C -0.78590 2.24190 -2.68227
C 2.56552 -0.61888 -1.85652
C 2.67672 -1.15538 -3.13765
C 3.90269 -1.59209 -3.61743
C 5.03768 -1.49778 -2.82124
C 4.94061 -0.97065 -1.54309
C 3.70877 -0.53672 -1.06615
H -3.04508 -3.79828 -3.61303
H -2.04784 -1.99863 -4.98454
H -0.51621 -0.37014 -3.96495
H -0.97179 -2.33163 -0.17870
H -2.49564 -3.95877 -1.20553
H 2.55946 1.81394 -3.02362
H 2.24780 3.69275 -4.57721
H -0.00637 4.64674 -4.93954
H -1.94815 3.70803 -3.72227
H -1.64799 1.83924 -2.16288
H 1.79933 -1.23967 -3.76855
H 3.97355 -2.00824 -4.61471
H 5.99396 -1.83868 -3.19740
H 5.82041 -0.89915 -0.91567
H 3.64432 -0.13099 -0.06134
O -2.08643 2.05241 0.62056
S -3.04783 0.86301 0.42752
O -3.26533 0.49261 -0.92647
O -2.15378 -0.16268 1.22653
O -4.16948 1.11287 1.31299
```

Results
net charge: 0
frontier orbital gap (alpha / beta): 8.128 / 7.360 eV
HOMO level (alpha / beta): -8.18 / -7.97 eV
spin multiplicity: 2
relative energy (zero: lowest compared OMol25 entry of this formula, charge and spin): 44.9 kJ/mol

=====

Calculated electronic energy, -3586.9190, -309.6544, -679.0586, -734.3187, -3080.8189 a.u. (same order as the records).